Molecular formula: C5H20N10O5Tl
Method: DFT, wB97M-V/def2-TZVPD

CARTESIAN COORDINATES (ANGSTROEM)
C: -14.9958 -9.5188 3.6946
H: -15.7596 -10.9687 2.5356
H: -7.1576 -11.0243 3.5705
H: -10.6415 -3.5863 2.5661
N: -7.9525 -13.0663 9.7805
H: -10.5360 -11.1301 2.2593
N: -7.6547 -12.1802 11.7417
C: -8.1359 -12.0572 10.5674
O: -7.1234 -10.6705 6.0741
H: -9.1761 -9.0474 0.0617
H: -7.2812 -13.0812 12.0043
N: -9.2737 -8.5877 0.9557
H: -12.0129 -2.4546 2.4315
N: -14.9801 -10.6743 3.1063
C: -9.7385 -9.2631 1.9725
N: -10.0572 -10.4954 1.6364
H: -5.4311 -11.5366 3.5914
C: -12.0065 -3.9261 3.8788
O: -8.8500 -11.0575 10.2909
N: -6.3122 -11.3219 4.0361
O: -14.1814 -9.0057 4.4065
H: -7.9415 -13.9833 10.2037
H: -7.6502 -11.4054 12.3896
H: -8.2989 -13.0627 8.8318
N: -5.0729 -11.5351 5.7611
H: -10.0533 -10.8167 0.6789
O: -11.4649 -4.7902 4.5475
N: -16.1675 -8.9578 3.4777
O: -9.9266 -8.8740 3.0960
N: -13.2173 -3.6244 4.0445
H: -8.9606 -7.6495 1.1605
H: -16.8956 -9.3292 2.8844
N: -11.4842 -3.1601 2.9244
C: -6.2711 -11.1196 5.3442
H: -4.4900 -12.0830 5.1446
Tl: -10.7750 -8.3125 7.3998
H: -16.2834 -8.0962 3.9920
H: -4.9172 -11.4987 6.7584
H: -13.6632 -3.1916 3.2482
H: -14.2651 -11.3164 3.4173
H: -13.7066 -4.1154 4.7790

- Orbital gap: 1.564 eV
- Charge: +3
- LUMO energy: -15.05 eV
- ΔE to the lowest compared entry with this formula, charge and spin: 172.9 kcal per mole
- 2S+1: 1
- HOMO level: -16.6 eV

Mulliken atomic charge list, values in e, 5 entries: number 1, C, carries 0.740; number 2, H, carries 0.207; number 3, H, carries 0.204; number 4, H, carries 0.241; number 5, N, carries -0.353

---

Molecular formula: C2H5NO2
Method: DFT, wB97M-V/def2-TZVPD

CARTESIAN COORDINATES (ANGSTROEM)
H: 0.5601 1.3701 -0.3175
H: 0.4546 -1.4656 -0.7987
H: 2.0926 0.3209 0.7820
O: 1.8063 0.0320 -0.1522
N: -0.3590 1.2398 0.1845
O: -1.7636 -0.5435 -0.0110
H: -1.1077 1.8093 -0.5969
C: 0.6467 -0.8013 0.0343
H: 0.5752 -1.5270 0.8895
C: -0.7139 -0.0476 -0.0250

- Orbital gap: 10.250 eV
- LUMO energy: 0.55 eV
- ΔE to the lowest compared entry with this formula, charge and spin: 47.6 kcal per mole
- 2S+1: 1
- HOMO level: -9.7 eV

Mulliken atomic charge list, values in e, 5 entries: number 1, H, carries 0.364; number 2, H, carries 0.270; number 3, H, carries 0.346; number 4, O, carries -0.581; number 5, N, carries -0.586

---

Molecular formula: C26H22AsNOPtS3
Method: DFT, wB97M-V/def2-TZVPD

CARTESIAN COORDINATES (ANGSTROEM)
C: -1.3907 -1.1893 4.0409
C: 1.1312 1.8117 1.6696
C: 3.1263 -1.6486 -2.7266
C: 4.1523 0.5147 -2.5059
H: 3.9059 -3.5292 0.3454
C: 3.7797 0.5661 -1.1703
C: -0.6935 3.0751 0.7390
C: 0.3490 0.2643 -4.0171
C: -1.0140 -0.3913 2.9725
H: 1.3358 5.0585 2.5874
C: -3.5032 0.9722 0.5894
C: -1.8875 -2.4632 3.8015
H: -2.3790 -3.9286 2.3111
H: 1.6380 0.8647 1.8114
C: 3.8355 -0.5943 -3.2791
S: 1.8136 -2.9424 -0.6662
C: 2.7527 -1.5844 -1.3957
H: -1.3034 -0.8159 5.0527
H: 2.7966 -0.4761 0.4356
S: -1.7363 -2.8382 -0.1815
C: -4.8039 1.2754 0.2220
H: -4.4330 1.2875 -3.1421
C: -2.5320 0.7631 -0.3853
C: -1.5872 -2.1500 1.4245
H: -0.6570 0.6117 3.1643
O: 1.0735 -3.6010 -1.7850
H: 4.6782 1.3484 -2.9516
H: 2.5280 2.9085 2.8665
H: -6.1598 1.6191 -1.4025
N: 0.0619 -0.6043 -3.2765
C: -0.2002 4.2189 1.3497
H: 2.9020 -4.9670 -0.0131
H: 2.8312 -2.5032 -3.3232
H: 4.0237 1.4325 -0.5680
C: 3.0819 -0.4933 -0.6104
H: -1.5931 3.1219 0.1376
C: -5.1407 1.3880 -1.1204
C: -0.0411 1.8640 0.9188
S: 0.7492 1.4175 -5.0424
C: 0.9548 4.1625 2.1153
C: 1.6244 2.9557 2.2728
H: 4.1221 -0.6262 -4.3214
As: -0.7219 0.2264 0.0961
C: -1.1113 -0.8573 1.6649
C: -2.8732 0.8811 -1.7301
H: -2.1205 0.7232 -2.4939
C: -4.1732 1.1972 -2.0955
C: -1.9929 -2.9360 2.5056
C: 3.2643 -4.0122 -0.3908
H: -5.5579 1.4146 0.9863
H: 3.7847 -4.1456 -1.3370
Pt: -0.5397 -1.5884 -1.6407
H: -3.2427 0.8767 1.6373
H: -0.7208 5.1592 1.2251
H: -2.1869 -3.0941 4.6287

- Orbital gap: 5.732 eV
- LUMO energy: -1.69 eV
- ΔE to the lowest compared entry with this formula, charge and spin: 17.2 kcal per mole
- 2S+1: 1
- HOMO level: -7.4 eV

Mulliken atomic charge list, values in e, 5 entries: number 1, C, carries -0.825; number 2, C, carries -0.195; number 3, C, carries -0.349; number 4, C, carries -0.501; number 5, H, carries 0.376

---

Molecular formula: C4H5NO2
Method: DFT, wB97M-V/def2-TZVPD

CARTESIAN COORDINATES (ANGSTROEM)
H: -0.9718 2.1168 0.8072
C: 0.6137 0.7116 0.2265
H: 1.6469 -0.3176 -1.5360
C: -0.4433 -1.2118 0.2521
H: 1.4346 1.1978 0.7481
H: -1.0703 -1.9927 0.6862
C: -0.7597 1.2299 0.2192
N: -0.4169 0.0496 1.0380
O: 0.9788 -1.5473 0.0964
C: 0.8839 -0.4341 -0.7550
O: -0.5395 -0.8816 -1.1088
H: -1.3563 1.0794 -0.6738

- Orbital gap: 11.103 eV
- LUMO energy: 1.01 eV
- ΔE to the lowest compared entry with this formula, charge and spin: 85.2 kcal per mole
- 2S+1: 1
- HOMO level: -10.1 eV

Mulliken atomic charge list, values in e, 5 entries: number 1, H, carries 0.262; number 2, C, carries -0.338; number 3, H, carries 0.468; number 4, C, carries 0.189; number 5, H, carries 0.320

---

Molecular formula: H14NO5
Method: DFT, wB97M-V/def2-TZVPD

CARTESIAN COORDINATES (ANGSTROEM)
H: 1.2191 0.7392 2.6920
O: -1.6519 1.4406 0.3772
O: 1.1923 2.9006 3.3992
O: 0.8756 -0.7792 -2.9475
H: -0.3120 -1.2676 -0.0586
H: 0.7497 -0.3744 0.8310
H: 0.5647 -0.4644 3.5133
N: 0.2379 -0.4144 -0.0745
H: -1.8759 -3.0091 -3.9460
H: 0.1346 -1.1790 -3.3800
H: -0.4213 0.3883 -0.1985
H: 1.9256 3.0598 4.0208
O: -1.6099 -3.0069 -3.0223
H: 1.5973 -0.8640 -3.5771
H: 0.9790 -0.5529 -0.7710
H: -1.5945 2.4081 0.2414
H: 0.9431 3.7861 3.1521
H: -2.4118 1.2465 -0.2153
H: -1.4703 -3.8741 -2.7127
O: 0.9288 -0.1831 2.6766

- Orbital gap: 11.954 eV
- Charge: +1
- LUMO energy: -2.85 eV
- ΔE to the lowest compared entry with this formula, charge and spin: 20.4 kcal per mole
- 2S+1: 1
- HOMO level: -14.8 eV

Mulliken atomic charge list, values in e, 5 entries: number 1, H, carries 0.339; number 2, O, carries -0.721; number 3, O, carries -0.638; number 4, O, carries -0.628; number 5, H, carries 0.358

---

| no. | energy (Ha) |
| --- | --- |
| 1 | -1297.67139 |
| 2 | -284.39150 |
| 3 | -4683.57825 |
| 4 | -360.53371 |
| 5 | -439.13748 |